47
Properties=species:S:1:pos:R:3 method="wB97M-V/def2-TZVPD" fmax_ev_per_a=6.14 relative_energy_kcal_mol=88.9 charge=+1 spin_multiplicity=1 e_lumo_ev=-4.498 total_energy_ev=-45375.28928
N 5.244 6.097 -13.044
H 5.096 6.664 -12.222
H 5.915 5.356 -12.896
H 5.390 6.663 -13.868
H 4.426 5.628 -13.406
N 3.166 4.560 -19.933
H 2.809 4.255 -20.827
H 2.354 4.735 -19.359
H 3.685 5.425 -19.980
H 3.680 3.806 -19.499
C -1.616 5.835 -14.054
C -0.550 5.263 -14.998
O 0.440 4.710 -14.441
O -0.728 5.317 -16.258
H -2.341 6.503 -14.518
H -1.200 6.424 -13.237
H -2.209 5.061 -13.567
C 0.059 1.169 -8.896
C -1.357 1.610 -8.852
O -1.850 0.946 -10.084
C -1.083 -0.191 -10.292
O -1.317 -1.013 -11.147
O -0.092 -0.177 -9.330
F -1.396 2.931 -8.953
H 0.532 1.348 -7.931
H 0.636 1.698 -9.655
H -2.030 1.315 -8.047
C -9.666 7.779 -10.903
C -8.728 8.428 -11.828
O -9.599 9.142 -12.759
C -10.869 8.690 -12.630
O -11.865 9.067 -13.285
O -10.931 7.895 -11.593
F -8.146 7.568 -12.643
H -9.556 8.198 -9.903
H -9.359 6.736 -10.818
H -7.984 9.074 -11.362
C -4.942 0.600 -15.765
C -5.554 1.743 -16.427
O -6.749 1.934 -15.744
C -6.868 1.032 -14.787
O -7.838 0.900 -14.043
O -5.839 0.301 -14.714
F -5.848 1.374 -17.729
H -3.914 0.784 -15.452
H -4.910 -0.191 -16.514
H -4.925 2.633 -16.387